[1]
{
  "formula": "C3H8N2OS",
  "method": "the ωB97M-V functional and the def2-TZVPD basis",
  "relative_energy_kcal_mol": 88.5,
  "smiles": "CS/C=N/N.C=O",
  "e_homo_ev": -7.7,
  "total_charge": 0,
  "largest_force_ev_per_a": 4.8,
  "gap_ev": 8.710,
  "elements": ["C", "H", "N", "O", "H", "H", "H", "H", "H", "H", "C", "S", "H", "C", "N"],
  "coordinates": [[0.5038, 2.2343, -0.5080], [-1.5943, -0.9166, -1.5547], [1.0334, -0.6045, -0.0386], [-2.0195, -1.1533, 0.2977], [-0.1346, -0.7294, 1.6623], [0.4956, 1.2838, -1.1523], [1.4979, 2.7793, -0.3362], [1.5992, -2.2030, -0.9718], [-1.7672, -2.6957, -0.8096], [0.8192, -2.6403, 0.5187], [0.3548, -0.1331, 0.9820], [0.0454, 1.5802, 1.1233], [-0.2245, 2.8986, -0.8594], [-1.7649, -1.6530, -0.7432], [0.9904, -1.9690, -0.1740]],
  "nbo_charge": [-0.750, 0.117, -0.295, -0.530, 0.193, 0.258, 0.229, 0.379, 0.120, 0.366, -0.134, 0.235, 0.219, 0.274, -0.680]
}


[2]
{
  "formula": "C3H8N2OS",
  "method": "the ωB97M-V functional and the def2-TZVPD basis",
  "relative_energy_kcal_mol": 128.8,
  "e_homo_ev": -8.4,
  "total_charge": 0,
  "largest_force_ev_per_a": 5.8,
  "gap_ev": 9.091,
  "elements": ["H", "H", "C", "C", "H", "H", "H", "C", "N", "S", "H", "H", "H", "O", "N"],
  "coordinates": [[1.1194, -0.7677, -0.7916], [-2.6011, -1.9852, -0.5781], [1.7705, -0.0365, -0.4120], [1.1888, 0.7817, 0.6291], [2.5536, -1.7158, 0.4524], [2.0204, 1.4855, 1.0755], [-3.6000, -0.3237, -0.0090], [-1.4482, 0.8030, -0.1828], [-2.5419, -1.1127, 0.1647], [-0.1606, 2.0374, -0.0737], [-2.4478, 1.3912, -0.2040], [0.4245, 0.1738, 1.2731], [2.1008, 0.5571, -1.3901], [2.8678, -0.7907, -0.0201], [-1.2462, -0.4974, 0.0666]],
  "nbo_charge": [0.187, 0.368, -0.113, -0.487, 0.469, 0.244, 0.312, -0.120, -0.663, 0.189, 0.196, 0.261, 0.172, -0.716, -0.300]
}


[3]
{
  "formula": "C3H8N2OS",
  "method": "the ωB97M-V functional and the def2-TZVPD basis",
  "relative_energy_kcal_mol": 66.5,
  "smiles": "CN/C(=N/O)SC",
  "e_homo_ev": -8.5,
  "total_charge": 0,
  "largest_force_ev_per_a": 2.5,
  "gap_ev": 9.101,
  "elements": ["H", "H", "S", "N", "N", "H", "H", "O", "H", "H", "C", "H", "H", "C", "C"],
  "coordinates": [[-2.7798, 0.1214, -0.3879], [1.8691, -0.1058, -1.0445], [-0.6802, 1.0555, -0.8150], [-1.6436, -1.2927, 0.0917], [0.6067, -0.9943, 0.4094], [0.1836, 2.9679, 0.1575], [2.6239, -1.4026, -0.0748], [-2.8592, -0.8454, -0.1935], [1.4221, -1.7981, -1.3613], [0.7727, 1.5192, 1.0700], [-0.6262, -0.4963, -0.0249], [-0.9037, 2.1974, 1.2927], [0.4160, -1.8640, 0.8734], [-0.0774, 2.0143, 0.5636], [1.6761, -1.0764, -0.5565]],
  "nbo_charge": [0.444, 0.209, 0.207, -0.143, -0.632, 0.227, 0.207, -0.525, 0.179, 0.244, 0.138, 0.224, 0.390, -0.750, -0.420]
}


Repeat the first record exactly.
{
  "formula": "C3H8N2OS",
  "method": "the ωB97M-V functional and the def2-TZVPD basis",
  "relative_energy_kcal_mol": 88.5,
  "smiles": "CS/C=N/N.C=O",
  "e_homo_ev": -7.7,
  "total_charge": 0,
  "largest_force_ev_per_a": 4.8,
  "gap_ev": 8.710,
  "elements": ["C", "H", "N", "O", "H", "H", "H", "H", "H", "H", "C", "S", "H", "C", "N"],
  "coordinates": [[0.5038, 2.2343, -0.5080], [-1.5943, -0.9166, -1.5547], [1.0334, -0.6045, -0.0386], [-2.0195, -1.1533, 0.2977], [-0.1346, -0.7294, 1.6623], [0.4956, 1.2838, -1.1523], [1.4979, 2.7793, -0.3362], [1.5992, -2.2030, -0.9718], [-1.7672, -2.6957, -0.8096], [0.8192, -2.6403, 0.5187], [0.3548, -0.1331, 0.9820], [0.0454, 1.5802, 1.1233], [-0.2245, 2.8986, -0.8594], [-1.7649, -1.6530, -0.7432], [0.9904, -1.9690, -0.1740]],
  "nbo_charge": [-0.750, 0.117, -0.295, -0.530, 0.193, 0.258, 0.229, 0.379, 0.120, 0.366, -0.134, 0.235, 0.219, 0.274, -0.680]
}